21
Properties=species:S:1:pos:R:3:nbo_charge:R:1 method="wB97M-V/def2-TZVPD" lumo_energy_ev="-1.299 / -0.958" e_above_lowest_ev=2.6459 homo_ev="-7.20 / -8.61"
C -0.448 -2.646 -0.241 -0.259
C 0.714 -3.347 -0.149 -0.361
C -0.149 -1.218 -0.166 -0.116
C 1.246 -0.933 -0.097 -0.241
C 2.064 0.225 0.115 0.321
C -1.247 -0.413 -0.047 -0.063
C 1.759 1.554 -0.233 -0.058
C -2.640 -0.898 -0.021 -0.686
C 2.885 2.532 0.010 -0.706
O 3.272 -0.082 0.427 -0.649
S 2.124 -2.359 0.183 0.536
H -1.373 -3.078 -0.634 0.233
H 0.713 -4.378 -0.046 0.223
H -1.117 0.661 0.180 0.192
H 0.824 1.841 -0.660 0.193
H -2.925 -1.048 -1.107 0.237
H -3.396 -0.162 0.344 0.227
H -2.584 -1.693 0.725 0.239
H 2.734 3.296 0.707 0.231
H 3.147 3.184 -0.884 0.227
H 3.850 1.919 0.317 0.277



81
Properties=species:S:1:pos:R:3:mulliken_charge:R:1 method="wB97M-V/def2-TZVPD" lumo_energy_ev=-7.198 charge=+2 e_above_lowest_ev=0.8342 homo_ev=-14.67
Ti 0.396 -1.722 -0.276 -0.146
C -2.335 -1.660 1.718 -1.978
C -0.837 -1.735 1.914 1.171
C -0.170 -0.624 2.472 2.021
C -0.918 0.669 2.658 -2.620
C 1.164 -0.736 2.887 1.074
C 1.850 0.406 3.581 -2.294
C 1.888 -1.913 2.634 1.480
C 3.359 -1.953 2.928 -2.821
C 1.246 -3.033 2.080 1.443
C 1.971 -4.344 1.977 -2.061
C -0.116 -2.942 1.688 0.541
C -0.803 -4.185 1.162 -2.336
H -2.619 -1.011 0.888 0.172
H -2.791 -1.245 2.617 0.468
H -2.780 -2.637 1.565 0.409
H -1.322 0.743 3.671 0.427
H -1.754 0.755 1.967 0.424
H -0.263 1.526 2.507 0.625
H 2.469 0.971 2.877 0.358
H 2.512 0.037 4.361 0.470
H 1.145 1.089 4.045 0.474
H 3.550 -2.234 3.967 0.412
H 3.814 -0.978 2.763 0.538
H 3.873 -2.665 2.287 0.602
H 2.434 -4.470 0.998 0.238
H 1.300 -5.182 2.153 0.423
H 2.759 -4.406 2.721 0.502
H -1.142 -4.803 1.998 0.456
H -0.123 -4.786 0.562 0.497
H -1.680 -3.959 0.559 0.202
C 2.004 5.634 -0.159 -1.896
C 0.675 5.313 -0.820 0.482
C -0.454 6.161 -0.255 -0.925
C -1.737 5.904 -1.026 -1.105
C -2.051 4.437 -1.050 1.033
C -3.342 4.000 -1.235 -0.595
C -3.641 2.638 -1.242 -0.165
F -4.901 2.260 -1.428 -0.332
C -2.678 1.689 -1.051 -0.810
C -1.354 2.104 -0.856 0.845
C -0.327 1.123 -0.640 1.005
O -0.643 -0.141 -0.665 -0.294
C 0.970 1.587 -0.430 -0.475
C 1.226 2.953 -0.479 -0.395
N 0.298 3.864 -0.688 0.233
C -1.029 3.478 -0.865 -0.856
C 2.121 0.692 -0.149 0.110
O 3.237 1.087 0.020 -0.629
O 1.796 -0.606 -0.046 -0.273
H 2.143 6.713 -0.197 0.435
H 2.859 5.194 -0.669 0.538
H 2.008 5.337 0.892 0.398
H 0.746 5.489 -1.898 0.196
H -0.170 7.209 -0.335 0.378
H -0.582 5.939 0.808 0.333
H -1.627 6.264 -2.053 0.357
H -2.573 6.450 -0.591 0.501
H -4.150 4.708 -1.370 0.557
H -2.928 0.639 -1.049 0.546
H 2.245 3.282 -0.342 0.720
C -3.080 -2.617 -1.666 -1.054
P -1.306 -2.598 -2.084 1.532
C -0.948 -4.273 -2.678 -1.252
C -1.254 -1.533 -3.555 -1.192
H -3.653 -2.885 -2.555 0.547
H -3.402 -1.631 -1.332 0.179
H -3.302 -3.345 -0.887 0.335
H -1.667 -4.563 -3.444 0.518
H -0.999 -4.988 -1.857 0.358
H 0.057 -4.303 -3.099 0.278
H -1.854 -1.979 -4.349 0.524
H -0.234 -1.407 -3.914 0.339
H -1.667 -0.555 -3.306 0.227
F 1.956 -1.203 -2.798 -0.242
C 2.827 -2.256 -2.750 0.732
F 4.032 -1.808 -3.003 -0.241
F 2.450 -3.119 -3.697 -0.275
C 2.715 -2.936 -1.363 0.290
O 3.666 -3.287 -0.745 -0.502
O 1.445 -3.092 -0.984 -0.189



70
Properties=species:S:1:pos:R:3:mulliken_charge:R:1 method="wB97M-V/def2-TZVPD" lumo_energy_ev=-3.798 charge=+1 e_above_lowest_ev=0.0000 homo_ev=-9.66
C 3.803 -3.177 -1.497 -0.245
C 2.578 -2.706 -1.933 -0.156
C 1.386 -3.440 -1.584 0.109
C 1.487 -4.628 -0.764 0.932
C 2.784 -5.073 -0.380 -0.875
C 3.911 -4.365 -0.752 -0.825
C 0.289 -5.239 -0.360 -0.904
C -0.963 -4.731 -0.744 0.921
C -0.976 -3.549 -1.577 -0.028
C -2.225 -2.923 -1.924 0.166
C -3.403 -3.500 -1.477 -0.278
C -3.397 -4.674 -0.699 -0.798
C -2.209 -5.278 -0.328 -0.929
H 4.695 -2.607 -1.777 0.428
H 2.847 -5.988 0.211 0.444
H 4.913 -4.714 -0.482 0.379
H 0.335 -6.145 0.244 0.446
H -4.348 -3.028 -1.761 0.439
H -4.356 -5.104 -0.397 0.376
H -2.184 -6.183 0.280 0.442
N 0.179 -2.943 -1.927 -0.304
Lu 0.131 -0.019 0.058 0.343
C 2.459 -1.392 -2.698 -0.951
H 1.554 -1.441 -3.323 0.303
H 3.384 -1.148 -3.255 0.762
C -2.195 -1.623 -2.705 -1.133
H -1.347 -1.674 -3.402 0.403
H -3.146 -1.490 -3.253 0.789
P 2.169 0.045 -1.611 0.774
P -1.862 -0.122 -1.675 1.159
C -3.468 0.100 -0.847 -1.436
H -3.445 1.038 -0.279 0.293
H -4.281 0.124 -1.585 0.432
H -3.640 -0.724 -0.146 0.426
C -1.844 1.176 -2.942 -1.122
H -2.775 1.153 -3.521 0.454
H -1.724 2.149 -2.452 0.154
H -0.989 1.029 -3.612 0.282
C 3.594 0.163 -0.480 -1.349
H 4.506 0.206 -1.092 0.392
H 3.488 1.067 0.142 0.382
H 3.614 -0.719 0.180 0.420
C 2.178 1.517 -2.648 -0.962
H 2.000 2.393 -2.012 0.055
H 3.161 1.561 -3.133 0.509
H 1.360 1.452 -3.379 0.281
C -1.371 -0.281 1.856 0.322
O -2.075 -0.435 2.768 -0.257
H 0.154 -1.809 0.419 -0.372
C 0.682 5.529 -0.231 -1.856
C 0.765 4.353 0.748 1.338
C 1.862 4.601 1.751 -1.886
O 1.072 3.162 -0.005 -0.469
B -0.153 2.594 -0.296 0.882
O -1.224 3.204 0.305 -0.685
C -0.637 3.986 1.362 1.539
C -0.520 3.133 2.642 -1.571
C -1.539 5.154 1.640 -1.744
H -0.061 5.376 -1.032 0.260
H 1.665 5.648 -0.702 0.464
H 0.442 6.466 0.296 0.400
H 2.785 4.839 1.212 0.460
H 1.584 5.460 2.380 0.352
H 2.017 3.716 2.382 0.370
H -0.104 3.737 3.465 0.378
H -1.525 2.799 2.926 0.430
H 0.109 2.228 2.539 0.076
H -1.723 5.720 0.718 0.386
H -2.484 4.779 2.046 0.457
H -1.055 5.797 2.387 0.328



10
Properties=species:S:1:pos:R:3:nbo_charge:R:1 method="wB97M-V/def2-TZVPD" lumo_energy_ev=-0.067 e_above_lowest_ev=0.1729 homo_ev=-8.58 smiles="NC(=S)/C=C(/F)Cl"
N 1.294 -0.782 0.464 -0.780
C 0.771 0.454 0.547 0.074
S 1.561 1.786 1.112 -0.118
C -0.695 0.646 0.227 -0.361
C -1.371 0.021 -0.784 0.398
F -2.609 0.383 -1.154 -0.298
Cl -0.728 -1.367 -1.676 -0.013
H 0.745 -1.622 0.127 0.414
H 2.370 -0.871 0.382 0.422
H -1.338 1.353 0.754 0.262